142
Properties=species:S:1:pos:R:3 method="wB97M-V/def2-TZVPD" homo_energy_ev=-5.2 total_energy_ha=-3733.87552 charge=-1
C 0.4359 -0.4928 3.1586
C 0.6625 0.4095 1.8200
O 1.2339 1.6995 2.1171
C 0.4863 2.7659 1.4349
C 1.4908 3.9657 1.0970
O 0.8535 5.1415 0.5822
B 1.0129 5.2713 -0.8777
C 2.5521 5.4772 -1.4833
C 3.5585 6.1391 -0.4156
C 4.3101 7.4571 -0.9690
C 4.8775 8.3497 0.2459
F 5.8278 7.5759 0.9896
F 3.8575 8.7504 1.1595
C 5.6118 9.6972 -0.2332
F 5.9621 9.6362 -1.5963
F 4.7423 10.7835 0.0597
F 6.7461 9.8997 0.6158
O 0.3137 6.4446 -1.4930
C -0.5860 6.0017 -2.5542
C -1.0862 4.5554 -1.9541
C -1.2670 3.4877 -3.1303
C -1.3624 1.9524 -2.5945
C -0.5183 0.9313 -3.5409
C -1.4957 -0.2197 -4.1386
C -1.5885 -1.5061 -3.1702
C -2.8820 -1.4708 -2.1920
C -3.2235 -2.9451 -1.6370
C -4.7368 -3.0812 -1.0719
O -5.5417 -1.8856 -1.2431
C -5.7470 -1.1939 -0.0251
C -4.6761 -1.0602 1.1540
O -6.8566 -0.6136 0.1301
C -2.2860 4.8537 -0.9383
F -1.9746 4.2812 0.3418
F -2.4780 6.2562 -0.6684
C -3.7201 4.3050 -1.3750
F -4.0951 4.6724 -2.7118
F -3.9072 2.9078 -1.1199
O 0.2032 4.1545 -1.4091
H -0.5504 -1.0681 3.0334
H 0.3289 0.2653 4.0184
H 1.2887 -1.2234 3.3466
H -0.3637 0.4529 1.3138
H 1.3538 -0.1906 1.1171
H -0.4191 3.1230 2.0310
H 0.1839 2.3076 0.4190
H 1.9904 4.2745 2.0949
H 2.3261 3.5393 0.4478
H 2.4880 6.1023 -2.4460
H 2.9882 4.4534 -1.7886
H 3.0679 6.4396 0.5695
H 4.3575 5.3523 -0.1407
H 3.6807 8.0782 -1.6881
H 5.2413 7.1181 -1.5506
H -1.3922 6.7346 -2.8880
H 0.1296 5.8814 -3.4579
H -2.0930 3.7295 -3.8798
H -0.2854 3.5160 -3.7354
H -1.0115 1.8422 -1.5186
H -2.4616 1.6266 -2.7223
H 0.2266 0.3644 -2.8730
H 0.0487 1.4777 -4.3649
H -1.1081 -0.6070 -5.1509
H -2.5549 0.1600 -4.3170
H -0.6338 -1.6184 -2.5347
H -1.7281 -2.4318 -3.8374
H -3.7241 -1.0079 -2.8079
H -2.6298 -0.8284 -1.2684
H -3.0999 -3.6661 -2.5269
H -2.4620 -3.2774 -0.8425
H -5.2297 -3.8984 -1.7221
H -4.7621 -3.5045 -0.0002
H -4.6253 -2.0595 1.7268
H -5.0946 -0.2970 1.8912
H -3.6593 -0.7214 0.7752
H -4.4906 4.8318 -0.6999
C 0.1262 -4.4623 5.5445
C -0.3419 -3.0463 5.3994
N -0.7122 -1.9347 5.2841
H -0.0756 -5.0158 4.6265
H 1.1975 -4.4812 5.7425
H -0.3974 -4.9426 6.3724
C 3.1001 -3.1918 -0.4794
C 1.6583 -2.8099 -0.3479
N 0.5254 -2.5099 -0.2431
H 3.2090 -3.9758 -1.2302
H 3.6871 -2.3236 -0.7826
H 3.4750 -3.5594 0.4772
C 7.5899 10.4109 -4.4380
C 8.1936 9.8073 -5.6686
N 8.6678 9.3331 -6.6354
H 6.8247 9.7458 -4.0351
H 8.3623 10.5641 -3.6830
H 7.1341 11.3719 -4.6814
C -2.7677 5.6984 -7.1461
C -2.8522 4.2603 -6.7377
N -2.9166 3.1307 -6.4154
H -3.5336 5.9179 -7.8913
H -2.9213 6.3399 -6.2770
H -1.7852 5.9054 -7.5728
C 0.0606 -8.4373 6.8590
C 1.0796 -7.5066 6.2769
N 1.8811 -6.7756 5.8185
H 0.5245 -9.0670 7.6198
H -0.7479 -7.8645 7.3157
H -0.3531 -9.0726 6.0745
C -5.5112 -7.6466 -2.4582
C -4.2651 -6.8738 -2.1540
N -3.2851 -6.2664 -1.9146
H -5.7269 -8.3369 -1.6425
H -6.3526 -6.9623 -2.5772
H -5.3806 -8.2144 -3.3808
C -0.7318 -11.3625 3.4643
C -1.5394 -10.7516 4.5681
N -2.1769 -10.2730 5.4356
H 0.3264 -11.3527 3.7300
H -1.0490 -12.3939 3.2996
H -0.8735 -10.7946 2.5436
C -6.4757 -6.2850 1.5295
C -6.7933 -7.5757 0.8393
N -7.0417 -8.5903 0.2958
H -6.1104 -5.5566 0.8035
H -7.3725 -5.8908 2.0096
H -5.7081 -6.4489 2.2871
C 5.6693 -7.2633 5.5994
C 5.2894 -6.1750 4.6444
N 4.9892 -5.3198 3.8942
H 6.5069 -6.9380 6.2182
H 4.8216 -7.5028 6.2433
H 5.9609 -8.1572 5.0460
C 8.2606 12.0856 -0.9101
C 9.2620 13.0268 -1.5064
N 10.0490 13.7659 -1.9752
H 8.7337 11.4808 -0.1358
H 7.4381 12.6498 -0.4680
H 7.8645 11.4265 -1.6836
C -4.7408 -13.3433 4.1294
C -3.8874 -14.1164 3.1719
N -3.2162 -14.7243 2.4199
H -4.9297 -13.9392 5.0235
H -4.2329 -12.4211 4.4169
H -5.6937 -13.0935 3.6605